--- one ---
CH3FN2O | ωB97M-V with the def2-TZVPD basis set

XYZ file:
```
8
Properties=species:S:1:pos:R:3
N -1.40455 -0.18176 0.12000
N 0.16671 -0.40920 -0.21024
C 1.06425 0.59641 -0.00690
O 1.15065 1.65808 -0.49298
F 2.42562 -0.09029 0.03769
H -1.78619 0.62187 0.41422
H -2.03889 -0.93371 -0.20419
H 0.42240 -1.26141 0.34241
```

## Properties
E_HOMO: -9.97 eV


--- two ---
CH3FN2O | ωB97M-V with the def2-TZVPD basis set

XYZ file:
```
8
Properties=species:S:1:pos:R:3
C 0.70275 0.71178 0.43732
N -0.45902 0.54433 -0.14334
N 1.59485 -0.15604 0.57743
O 1.36509 2.48254 0.43060
F 2.75950 0.11794 1.20427
H -0.63964 -0.36972 -0.59507
H -0.65024 1.37438 -0.76350
H 1.40454 -1.16028 0.37529
```

## Properties
E_HOMO: -8.67 eV


--- three ---
CH3FN2O | ωB97M-V with the def2-TZVPD basis set

XYZ file:
```
8
Properties=species:S:1:pos:R:3
N 1.10407 -0.46439 -0.10658
C -0.28343 -0.49778 0.01639
O -1.00965 -1.48404 -0.17568
N -0.72049 0.80169 0.29558
F -2.06244 0.98958 0.08510
H 1.47339 0.40444 0.24008
H 1.60600 -1.28693 -0.00083
H -0.10745 1.53743 -0.35405
```

## Properties
E_HOMO: -10.50 eV


What is the least stable structure shown above? It is two.